Record 1
{
  "formula": "C19H20ClNO3S",
  "method": "the ωB97M-V functional and the def2-TZVPD basis",
  "species": ["C", "O", "C", "C", "H", "N", "H", "C", "H", "C", "H", "C", "C", "C", "H", "H", "H", "H", "C", "H", "C", "C", "C", "C", "H", "C", "C", "H", "H", "H", "C", "C", "H", "Cl", "O", "H", "C", "H", "H", "C", "H", "H", "H", "S", "O"],
  "xyz": [[-4.96, -0.12, -1.95], [-2.67, 2.15, 0.47], [5.87, 0.41, -0.88], [-3.88, -1.16, -2.32], [2.63, -0.34, 1.07], [-4.44, 0.85, -1.02], [1.15, 1.40, 1.41], [-3.55, -3.21, 0.83], [-4.97, -3.07, -0.76], [-4.72, 0.80, 0.29], [-1.54, -0.56, -1.09], [-3.31, -1.76, -1.07], [4.78, 1.24, -1.03], [3.52, -0.12, 0.52], [-1.98, -3.13, 2.29], [6.78, 0.61, -1.42], [4.56, -1.80, 1.33], [-3.09, -0.67, -2.90], [4.62, -0.95, 0.67], [-4.12, -3.95, 1.37], [5.79, -0.68, -0.03], [-2.11, -1.30, -0.55], [-2.35, -2.75, 1.35], [-3.86, 1.75, 1.14], [-0.66, 2.27, -0.92], [-1.63, -1.80, 0.65], [3.60, 0.98, -0.33], [-0.14, 3.30, 0.42], [-4.44, 2.65, 1.36], [-5.33, 0.39, -2.85], [-4.03, -2.72, -0.37], [0.88, 1.41, 0.35], [-3.65, 1.41, -1.32], [7.15, -1.73, 0.16], [-5.58, 0.12, 0.79], [-5.79, -0.62, -1.45], [-0.35, 2.26, 0.13], [-0.69, -1.43, 1.06], [-4.34, -1.93, -2.95], [-1.50, 1.77, 1.00], [-3.61, 1.24, 2.08], [0.71, 0.39, 0.00], [4.83, 2.09, -1.68], [2.27, 2.11, -0.61], [-1.37, 1.15, 2.01]],
  "lumo_ha": 0.0173,
  "smiles": "O=C(COC(=O)CCSc1ccc(Cl)cc1)NCCc1ccccc1",
  "e_tot_ev": -51019.0794,
  "e_above_lowest_kj_mol": 30.62,
  "total_charge": 0
}

---

Record 2
{
  "formula": "CH6NPS",
  "method": "the ωB97M-V functional and the def2-TZVPD basis",
  "species": ["N", "S", "H", "H", "H", "H", "P", "H", "C", "H"],
  "xyz": [[-1.57, 0.33, -0.27], [-4.43, 0.71, 0.02], [1.64, -0.94, 0.44], [1.32, 0.71, -0.12], [-2.51, 0.34, 0.29], [-0.71, -1.49, 0.91], [-0.57, -0.99, -0.39], [0.55, 0.05, 1.47], [0.88, -0.17, 0.35], [-1.79, 0.55, -1.26]],
  "lumo_ha": [-0.1127, -0.1096],
  "e_tot_ev": -22744.2956,
  "e_above_lowest_kj_mol": 432.60,
  "total_charge": 0
}

---

Record 3
{
  "formula": "C2H10NO",
  "method": "the ωB97M-V functional and the def2-TZVPD basis",
  "species": ["H", "H", "H", "H", "H", "H", "C", "C", "H", "O", "H", "N", "H", "H"],
  "xyz": [[0.09, 0.64, 1.11], [3.52, 3.23, 1.65], [-0.98, 0.85, 2.53], [2.15, 4.03, 1.04], [1.99, 2.50, 1.76], [1.73, 2.24, 4.47], [0.05, 0.60, 2.21], [0.98, 1.51, 4.13], [2.75, 2.65, 0.25], [0.99, 1.52, 2.71], [1.25, 0.52, 4.53], [2.60, 3.10, 1.18], [0.27, -0.43, 2.53], [0.00, 1.80, 4.53]],
  "lumo_ha": -0.1442,
  "e_tot_ev": -5766.7992,
  "e_above_lowest_kj_mol": 85.21,
  "total_charge": 1
}

---

Record 4
{
  "formula": "C4H8O2",
  "method": "the ωB97M-V functional and the def2-TZVPD basis",
  "species": ["O", "H", "H", "C", "H", "O", "C", "H", "C", "H", "H", "H", "C", "H"],
  "xyz": [[-1.35, 1.69, 0.16], [2.62, -0.48, -1.73], [1.24, -1.63, -2.41], [-0.13, 0.23, 1.70], [-0.49, 0.90, 2.48], [0.80, -0.28, -0.91], [1.60, -0.83, -1.77], [-0.11, -0.80, 2.08], [-0.47, -0.45, -0.68], [-2.01, -0.12, 0.71], [-1.02, -1.15, -1.30], [-0.56, 2.08, -0.24], [-1.04, 0.33, 0.47], [0.90, 0.50, 1.45]],
  "lumo_ha": [0.0233, 0.0237],
  "e_tot_ev": -8368.9668,
  "e_above_lowest_kj_mol": 416.32,
  "total_charge": 0
}

---

Record 5
{
  "formula": "C4H15NO3",
  "method": "the ωB97M-V functional and the def2-TZVPD basis",
  "species": ["H", "H", "H", "O", "H", "H", "H", "H", "O", "H", "H", "O", "N", "C", "H", "H", "H", "H", "C", "C", "H", "C", "H"],
  "xyz": [[-3.24, 0.09, -1.52], [1.77, 0.05, 0.88], [-1.53, -0.73, -0.22], [-0.25, -1.89, 2.21], [0.06, -0.24, -2.57], [0.07, 1.72, -0.04], [-0.12, 1.33, 2.81], [0.56, -2.26, 2.24], [-2.63, 0.75, -1.23], [-0.38, -2.12, 1.20], [0.40, 2.59, 2.49], [0.65, 1.67, 2.30], [1.83, -0.88, 0.30], [-1.56, 0.44, -0.39], [2.85, -1.04, 0.12], [1.30, 0.78, -1.93], [-0.46, 1.98, -1.68], [0.04, -1.52, -0.45], [0.53, 0.19, -1.64], [1.02, -1.08, -0.92], [1.39, -1.93, -1.65], [-0.40, 1.18, -0.92], [-1.87, 0.90, 0.62]],
  "lumo_ha": 0.0245,
  "smiles": "NCCCCO.O.O",
  "e_tot_ev": -12021.2427,
  "e_above_lowest_kj_mol": 287.10,
  "total_charge": 0
}

---

Record 6
{
  "formula": "C4H4N2O2",
  "method": "the ωB97M-V functional and the def2-TZVPD basis",
  "species": ["N", "C", "H", "C", "O", "H", "O", "N", "H", "H", "C", "C"],
  "xyz": [[-0.83, -1.24, -0.27], [0.35, -0.53, 0.38], [0.13, -0.43, 1.40], [-1.41, 0.87, 0.07], [1.53, 1.15, 0.10], [0.28, 0.78, -1.44], [2.89, -0.65, -0.21], [-1.88, -0.32, -0.04], [-2.00, 1.85, -0.01], [-1.00, -2.20, 0.16], [0.13, 0.83, -0.29], [1.83, -0.12, 0.14]],
  "lumo_ha": 0.0234,
  "e_tot_ev": -11283.2417,
  "e_above_lowest_kj_mol": 511.17,
  "total_charge": 0
}

---

Record 7
{
  "formula": "C35H41N4O",
  "method": "the ωB97M-V functional and the def2-TZVPD basis",
  "species": ["H", "O", "C", "H", "H", "H", "C", "C", "C", "C", "H", "C", "H", "H", "H", "C", "H", "C", "H", "H", "H", "H", "C", "H", "N", "H", "H", "C", "H", "C", "C", "H", "C", "C", "H", "C", "H", "C", "H", "C", "N", "C", "H", "H", "H", "H", "H", "H", "C", "C", "H", "C", "C", "H", "C", "C", "C", "C", "H", "C", "C", "H", "C", "C", "H", "H", "C", "H", "C", "N", "C", "H", "H", "H", "H", "C", "H", "N", "C", "H", "H"],
  "xyz": [[3.16, -0.75, 1.65], [-0.84, -4.06, 5.45], [-2.03, -4.32, 5.50], [-1.28, -2.79, 7.29], [1.24, -1.83, 5.99], [2.36, -4.83, 2.75], [2.36, -2.71, 2.25], [1.31, 1.36, 3.78], [4.02, 5.26, 7.07], [-0.28, 3.50, 5.23], [2.18, -4.04, -2.25], [3.46, -2.20, 0.12], [-2.75, -4.80, 9.05], [4.27, 5.76, 4.97], [-4.62, -6.08, 5.12], [-2.73, -5.19, 4.43], [3.53, 4.59, 9.07], [-2.17, -7.06, 3.05], [-3.16, -6.76, 5.90], [-2.12, -2.78, 10.40], [8.38, -5.68, -1.78], [3.48, -4.65, -3.31], [2.99, -1.78, 1.35], [3.77, -1.45, -0.63], [-2.82, -3.88, 6.50], [7.74, -1.50, -2.71], [0.92, 0.44, 7.03], [6.35, -4.97, -1.61], [-3.40, -4.50, 3.87], [1.60, -2.39, 3.41], [1.13, 1.50, 5.16], [-1.10, -4.92, 8.44], [1.08, 0.32, 5.95], [1.40, -1.09, 3.95], [9.29, -3.45, -2.46], [3.71, 5.19, 5.71], [-3.80, -4.19, 6.59], [7.71, -4.82, -1.88], [-2.88, -2.47, 8.04], [5.49, -3.87, -1.72], [4.11, -4.00, -1.42], [3.29, 4.52, 8.01], [-0.36, 4.45, 5.76], [-4.30, -7.43, 3.20], [-3.32, -8.45, 4.30], [5.93, -5.93, -1.30], [3.29, -2.90, -3.08], [-1.18, 2.91, 5.41], [3.61, -3.56, -0.18], [2.66, 4.37, 5.29], [4.84, 5.91, 7.41], [5.99, -2.64, -2.17], [-2.20, -3.25, 7.67], [-1.42, -7.86, 3.12], [3.21, -3.88, -2.58], [-1.35, -3.47, 10.03], [3.21, -4.51, 0.80], [1.41, 0.12, 3.18], [-2.46, -6.96, 1.98], [8.22, -3.57, -2.26], [1.95, 3.58, 6.21], [-0.45, -2.89, 9.81], [2.25, 3.68, 7.58], [-3.43, -7.46, 3.87], [-1.10, -5.21, 3.11], [-1.12, -4.19, 10.82], [1.21, -0.93, 5.37], [1.26, -3.23, 4.01], [2.61, -4.10, 1.97], [-1.73, -5.81, 3.64], [-3.58, -6.39, 4.96], [1.37, 2.26, 3.15], [5.29, -1.80, -2.30], [1.54, 0.07, 2.10], [3.38, -5.56, 0.58], [7.35, -2.48, -2.41], [1.66, 3.10, 8.29], [0.89, 2.76, 5.75], [-1.86, -4.21, 8.80], [-0.19, 3.70, 4.15], [2.38, 4.32, 4.23]],
  "lumo_ha": -0.1938,
  "e_tot_ev": -44960.6509,
  "e_above_lowest_kj_mol": 230.81,
  "total_charge": 1
}